{
  "formula": "C24H30B3F30O12Sn",
  "method": "the ωB97M-V functional and the def2-TZVPD basis",
  "orbital_gap_ha": 0.3074,
  "fmax_ev_per_a": 2.878,
  "relative_energy_kcal_mol": 0.0,
  "total_charge": -1,
  "e_lumo_ev": -0.01,
  "symbols": ["Sn", "F", "F", "F", "F", "F", "F", "F", "F", "F", "F", "F", "F", "F", "F", "F", "F", "F", "F", "F", "F", "F", "F", "F", "F", "F", "F", "F", "F", "F", "F", "O", "O", "O", "O", "O", "O", "O", "O", "O", "O", "O", "O", "C", "C", "C", "C", "C", "C", "C", "C", "C", "C", "C", "C", "C", "C", "C", "C", "C", "C", "C", "C", "C", "C", "C", "C", "B", "B", "B", "H", "H", "H", "H", "H", "H", "H", "H", "H", "H", "H", "H", "H", "H", "H", "H", "H", "H", "H", "H", "H", "H", "H", "H", "H", "H", "H", "H", "H", "H"],
  "coordinates": [[-2.60968, -2.28791, 1.08031], [2.02411, -5.61515, -0.16402], [-4.91369, -1.64264, -2.99734], [-3.26412, -1.67995, 6.14227], [-5.66520, 1.22268, 1.30662], [-1.61229, 6.43008, -4.32802], [8.51796, 2.83953, -0.76013], [-4.01829, 0.09098, 2.56030], [-1.49505, 0.51688, 1.39969], [-3.33155, 5.18376, -3.78449], [8.79926, 1.01209, 0.35703], [0.49165, 1.13206, 0.39927], [0.07218, -6.23362, -0.79061], [-4.05864, -3.78099, -2.67695], [-6.06492, 4.10533, -5.03802], [0.02517, -1.11553, 0.89270], [1.88259, -6.53075, 3.45380], [0.15155, -6.64084, 2.17444], [-1.16143, -0.00638, -0.76437], [-3.83539, 0.23572, 0.25531], [-0.08779, -6.14054, 4.25847], [8.95430, 2.94848, 1.33474], [1.55087, -5.86359, -2.27366], [-4.78148, -2.53951, -0.87187], [-5.40814, -1.07952, 1.14380], [-2.89362, -1.92451, -1.92754], [-6.00548, 2.55250, -6.54793], [-4.25448, 3.76488, -6.14478], [-1.32339, -2.56972, 6.53915], [-1.83098, -0.68252, 7.49066], [-1.71217, 4.31322, -4.83268], [1.20983, -3.35328, -2.12411], [6.32555, 3.24699, 1.21560], [6.16644, 1.19463, 0.40976], [-1.84094, 5.33769, -1.54343], [-0.16497, -3.54399, -0.43148], [2.05246, -4.11467, 2.79041], [-0.19386, 4.33257, -2.63393], [-0.74692, 0.42968, 5.39138], [-3.57956, 2.07791, -4.32760], [-5.66474, 1.64484, -3.80318], [-1.48686, -1.17804, 4.02480], [-0.18544, -3.93862, 2.46141], [-3.07903, 0.90883, -3.68700], [-1.58243, 0.86626, -3.88407], [2.41148, -2.05829, 4.01031], [1.35269, 4.39126, -0.78327], [6.79500, 2.28123, 0.72571], [0.95240, -1.94718, -2.27410], [2.45318, -2.74346, 2.67733], [8.29901, 2.24451, 0.42467], [0.26256, 3.61465, -1.45822], [-1.97692, -1.38301, 6.36023], [-1.34881, 4.95975, -2.54739], [1.10680, -1.55744, -3.72145], [1.09881, -5.47836, -1.10428], [-4.87698, 2.17754, -4.49354], [4.35530, -0.35975, 0.72164], [-0.01231, 1.08328, 4.31621], [-1.37491, -0.70513, 5.12301], [-2.00818, 5.22004, -3.90862], [0.81453, -4.50623, 2.77565], [0.67517, -3.99543, -1.12530], [-0.75110, 2.37262, 3.98880], [4.74616, 1.07888, 0.46873], [-5.31388, 3.16211, -5.60521], [0.69574, -5.98560, 3.20897], [-0.50443, 0.13522, 0.47002], [-4.75481, 0.18431, 1.34342], [-4.18587, -2.47503, -2.16071], [0.11277, 0.47227, 3.43007], [1.36299, -1.89845, 4.28752], [-3.55061, -0.02242, -4.02546], [-1.06661, 0.12875, -3.27997], [0.94852, 1.36410, 4.74535], [-0.21610, 2.88657, 3.19013], [1.03586, 5.39712, -0.49527], [1.64928, -1.44103, -1.59266], [2.71687, -1.01108, 3.98242], [-0.78825, 2.99310, 4.88849], [1.01383, -0.49734, -3.91628], [-1.34759, 0.72289, -4.93738], [-3.42158, 0.80669, -2.65249], [0.50164, 2.60614, -1.78790], [-0.02350, -1.63287, -1.89306], [4.29316, 1.43465, -0.45800], [4.71463, -0.52969, 1.74101], [1.89229, -2.29160, 1.86551], [-1.22954, 1.83619, -3.51831], [3.47225, -2.83939, 2.30317], [2.94270, -2.58361, 4.79776], [2.24695, 4.50245, -1.39807], [-0.58796, 3.48010, -0.78920], [2.10841, -1.87025, -4.05211], [-1.79831, 2.25145, 3.71405], [0.49350, -2.20668, -4.34896], [1.62224, 3.97582, 0.18654], [4.36985, 1.78806, 1.20911], [4.95383, -0.89953, -0.01592], [3.29652, -0.55818, 0.64261]],
  "forces_ev_per_a": [[-0.66, 2.38, -1.48], [0.89, -0.39, 0.47], [0.20, -0.31, 0.11], [0.45, 0.38, 0.31], [0.54, -0.29, 0.30], [-0.18, 0.15, -0.28], [-0.07, -0.06, -0.17], [-0.02, -0.19, -0.28], [0.48, -0.60, 0.29], [-0.11, 0.57, 0.21], [0.08, -0.07, 0.17], [0.01, -0.67, 0.08], [-0.68, -0.52, 0.30], [0.04, 0.47, 0.15], [-0.44, 0.23, -0.16], [-0.18, -0.21, 0.03], [0.14, -0.25, 0.31], [-0.15, -0.26, 0.02], [0.60, -0.43, 0.20], [0.36, -0.30, 0.39], [-0.21, 0.07, 0.47], [0.20, -0.13, 0.33], [0.67, -0.41, -0.58], [0.42, -0.40, 0.52], [0.40, -0.02, 0.83], [0.65, -0.11, 0.40], [-0.33, -0.19, -0.47], [0.02, 0.11, -0.55], [-0.26, 0.62, -0.08], [-0.35, -0.18, -0.50], [0.61, 0.09, -0.18], [1.03, -0.22, -0.79], [-0.64, 1.56, 0.58], [0.44, -1.93, -1.01], [-1.01, 0.54, 1.15], [-1.45, 0.22, 2.08], [0.51, -0.45, 0.55], [0.22, -0.76, -0.91], [0.21, -0.84, 0.41], [0.87, 0.35, -1.36], [-1.87, -0.94, 0.54], [-0.16, -0.64, 0.23], [-0.49, 0.95, -0.12], [-0.30, -2.19, 1.20], [-0.25, 0.95, 0.40], [-1.32, 0.89, 0.19], [0.46, 0.49, 0.50], [0.11, -0.02, 0.31], [-0.45, 1.41, 0.74], [0.79, 0.08, -0.93], [0.09, 0.02, -0.54], [-0.69, 0.08, 0.50], [0.17, -0.93, 0.32], [0.64, -0.31, -0.18], [1.40, -1.51, -0.32], [-0.54, 1.14, 0.13], [0.61, 0.40, 0.23], [1.58, 0.76, 0.35], [-0.61, 1.14, -0.08], [0.30, 1.08, -1.14], [-0.18, -0.53, -0.07], [-0.42, -0.59, 0.36], [-0.39, -0.04, -1.84], [-0.09, 0.13, 0.38], [-1.72, 1.32, 0.04], [1.05, 0.12, 1.21], [0.43, 0.03, -1.08], [-0.71, 1.47, -0.26], [-0.60, -0.39, -0.71], [-0.33, -0.23, -0.27], [-0.18, -0.40, 0.13], [-0.04, -0.57, 0.25], [-0.12, 0.43, -0.88], [-0.44, -0.30, 0.08], [0.06, -0.35, 0.08], [-0.12, 0.08, 0.02], [-0.31, 0.01, -0.42], [0.15, 0.00, -0.36], [0.65, -0.15, -0.38], [0.30, 0.13, -0.10], [-0.38, 0.03, 0.08], [0.16, 0.15, -0.02], [0.46, 0.88, 0.25], [0.46, 0.18, -0.16], [-0.11, -0.65, -0.11], [0.44, 0.00, -0.31], [-0.15, -0.74, -0.14], [-0.43, 0.40, 0.27], [0.40, -0.01, -0.39], [0.08, 0.06, 0.13], [0.06, -0.10, -0.07], [-0.01, -0.15, -0.01], [0.00, 0.18, 0.02], [0.09, 0.36, 0.15], [0.15, -0.46, -0.38], [-0.61, 0.54, 0.07], [0.11, -0.56, -0.15], [0.09, -0.25, 0.25], [-0.33, -0.62, 0.29], [-0.21, 0.18, -0.14]],
  "mulliken_charge": [1.45, -0.26, -0.36, -0.22, -0.30, -0.29, -0.26, -0.26, 0.11, -0.25, -0.24, -0.28, -0.24, -0.34, -0.27, -0.23, -0.26, -0.23, 0.52, -0.09, -0.24, -0.24, -0.26, -0.37, -0.37, -0.01, -0.27, -0.23, -0.25, -0.25, -0.22, -0.35, -0.51, -0.23, -0.52, -0.35, -0.37, -0.33, -0.34, -0.05, -0.46, -0.35, -0.32, -0.42, 0.37, -1.02, -1.31, 0.35, 0.87, 0.66, 0.89, 0.25, 0.75, 0.33, -1.59, 0.77, 0.27, -0.49, 0.59, 0.50, 0.91, 0.47, 0.41, -1.34, -0.61, 0.88, 0.77, -1.03, 0.23, 0.11, -0.32, 0.00, 0.39, -0.75, 0.35, 0.29, 0.35, -0.14, 0.41, 0.46, 0.37, 0.48, 0.13, 0.13, -0.07, 0.32, 0.27, -0.35, -0.17, 0.23, 0.42, 0.31, 0.32, 0.44, 0.25, 0.39, 0.34, 0.41, 0.32, 0.02]
}